(1)
C8H11BOS in the gas phase at a distorted geometry. Source: OMol25; level of theory: ωB97M-V/def2-TZVPD.

## Properties
**LUMO level**: 0.4 eV
**Total energy**: -22035.578 eV
**Kohn-Sham gap**: 9.6 eV
**HOMO energy**: -9.193 eV
**Total charge**: 0
**SMILES string**: OB(S)CCc1ccccc1
**2S+1**: 1

Atoms and positions in Å:
O: 3.481 0.423 -1.217
B: 2.882 -0.376 -0.295
S: 3.383 -2.153 -0.349
C: 1.808 0.108 0.776
C: 0.736 1.005 0.085
C: -0.666 0.424 0.024
C: -1.684 1.280 -0.349
C: -2.980 0.865 -0.471
C: -3.293 -0.458 -0.229
C: -2.304 -1.310 0.163
C: -1.003 -0.881 0.289
H: 3.317 1.356 -1.037
H: 3.126 -2.506 0.924
H: 1.387 -0.773 1.256
H: 2.347 0.676 1.546
H: 1.042 1.178 -0.955
H: 0.695 1.986 0.565
H: -1.448 2.323 -0.547
H: -3.729 1.582 -0.790
H: -4.313 -0.807 -0.349
H: -2.538 -2.350 0.364
H: -0.245 -1.594 0.594

---

(2)
A molecular structure, C12H50AgF6N21O19S2 at a distorted geometry. Source: OMol25; level of theory: ωB97M-V/def2-TZVPD.

## Properties
**LUMO level (spin up / spin down)**: -2.6 / -7.6 eV
**Total energy**: -125419.368 eV
**Kohn-Sham gap (spin up / spin down)**: 7.9 / 2.9 eV
**HOMO energy (spin up / spin down)**: -10.512 / -10.457 eV
**Total charge**: +1
**2S+1**: 2

Atoms and positions in Å:
Ag: 2.155 -1.316 -1.172
C: -0.231 2.053 0.515
F: 0.669 1.694 1.435
F: -1.431 2.290 1.154
F: 0.174 3.079 -0.163
S: -0.340 0.735 -0.883
O: -1.794 0.774 -1.201
O: 0.495 1.112 -1.985
N: 0.296 -0.678 -0.166
S: -0.992 -1.183 0.687
O: -1.396 -0.245 1.728
O: -2.085 -1.636 -0.165
C: -0.419 -2.741 1.475
F: -0.491 -3.791 0.640
F: 0.865 -2.547 1.900
F: -1.189 -3.030 2.482
O: -3.774 -5.033 3.334
H: -3.019 -4.448 3.275
H: -3.901 -5.352 2.441
O: 3.039 -4.031 2.831
H: 2.128 -4.103 3.114
H: 3.543 -4.010 3.644
O: 3.223 -1.466 0.881
H: 2.715 -2.036 1.459
H: 3.773 -0.953 1.474
O: -4.750 -2.893 0.982
H: -5.637 -3.201 0.793
H: -4.675 -2.068 0.502
O: 0.899 5.510 1.206
H: 0.721 6.199 0.566
H: 1.451 4.884 0.738
C: 3.033 3.065 -4.722
O: 4.171 2.759 -5.135
N: 2.245 2.231 -4.144
N: 2.392 4.184 -4.882
H: 1.285 2.458 -3.928
H: 2.655 1.311 -4.067
H: 1.457 4.228 -4.504
H: 2.944 4.909 -5.319
C: -1.065 4.476 -3.050
O: -0.544 3.551 -3.609
N: -2.304 4.709 -3.093
N: -0.483 5.401 -2.328
H: -2.822 4.135 -3.742
H: -2.826 5.490 -2.722
H: 0.443 5.162 -2.003
H: -0.990 6.069 -1.766
C: -4.039 -0.038 -4.560
O: -4.777 0.393 -5.437
N: -4.171 -1.105 -3.788
N: -2.927 0.638 -4.194
H: -3.392 -1.198 -3.152
H: -4.987 -1.699 -3.750
H: -2.776 1.498 -4.702
H: -2.273 0.300 -3.502
C: -4.838 3.225 -1.240
O: -5.643 4.185 -1.210
N: -5.202 2.024 -1.724
N: -3.729 3.153 -0.537
H: -4.406 1.428 -1.902
H: -6.104 1.729 -2.069
H: -3.183 2.303 -0.561
H: -3.475 3.884 0.111
C: 1.544 -4.882 -1.329
O: 1.641 -3.732 -0.957
N: 2.451 -5.788 -1.182
N: 0.526 -5.332 -2.019
H: 2.364 -6.753 -1.467
H: 3.227 -5.461 -0.625
H: -0.324 -4.790 -1.962
H: 0.517 -6.256 -2.425
C: 3.431 1.876 -0.609
O: 3.251 0.767 -0.853
N: 4.022 2.224 0.453
N: 3.193 2.819 -1.429
H: 4.064 3.218 0.626
H: 4.478 1.502 0.991
H: 3.394 3.807 -1.480
H: 2.550 2.530 -2.153
C: 2.787 2.441 3.751
O: 2.145 1.532 4.206
N: 2.289 3.270 2.903
N: 4.019 2.637 4.234
H: 1.347 3.047 2.613
H: 3.030 3.569 2.286
H: 4.543 3.429 3.891
H: 4.437 1.776 4.555
C: 0.855 -4.527 5.434
O: 0.855 -4.037 4.341
N: -0.049 -4.271 6.354
N: 1.844 -5.131 5.998
H: -0.066 -4.756 7.240
H: -0.851 -3.686 6.168
H: 1.598 -5.595 6.861
H: 2.750 -5.275 5.576
C: -0.408 -0.737 5.022
O: -1.444 -1.409 4.637
N: 0.699 -1.350 5.356
N: -0.473 0.553 4.955
H: 1.560 -0.826 5.289
H: 0.685 -2.360 5.354
H: -1.344 0.889 4.570
H: 0.428 0.990 4.824
C: -0.205 -1.710 -3.718
O: 0.673 -1.736 -2.823
N: -1.327 -2.286 -3.724
N: -0.266 -0.797 -4.650
H: -1.647 -2.878 -2.971
H: -1.862 -2.014 -4.536
H: 0.376 -0.027 -4.525
H: -0.996 -0.902 -5.340

---

(3)
A molecular structure, C33H68Br2F2N10NiO27S2 at a distorted geometry. Source: OMol25; level of theory: ωB97M-V/def2-TZVPD.

## Properties
**LUMO level (spin up / spin down)**: -3.0 / -3.0 eV
**Total energy**: -313707.806 eV
**Kohn-Sham gap (spin up / spin down)**: 6.1 / 6.1 eV
**HOMO energy (spin up / spin down)**: -9.103 / -9.091 eV
**Total charge**: 0
**2S+1**: 3

Atoms and positions in Å:
C: -25.292 15.023 13.965
C: -25.146 13.841 14.946
C: -25.400 12.475 14.191
C: -24.227 12.035 13.271
C: -22.867 11.986 14.040
C: -22.596 13.328 14.773
N: -23.787 13.858 15.555
O: -23.505 14.739 16.427
C: -22.108 14.423 13.790
C: -21.419 13.070 15.739
C: -26.217 13.936 16.035
H: -26.257 15.509 14.087
H: -25.138 14.780 12.913
H: -24.473 15.728 14.109
H: -26.387 12.570 13.741
H: -25.422 11.648 14.903
H: -24.173 12.719 12.422
H: -24.447 11.044 12.876
H: -22.160 11.698 13.262
H: -22.879 11.136 14.724
H: -21.739 15.327 14.276
H: -22.776 14.666 12.966
H: -21.178 14.073 13.338
H: -21.660 12.294 16.470
H: -21.030 13.895 16.334
H: -20.606 12.604 15.182
H: -26.079 14.810 16.670
H: -26.207 13.036 16.650
H: -27.198 13.956 15.560
Ni: -21.200 8.839 20.878
C: -23.267 12.256 19.528
C: -23.803 12.434 18.271
C: -23.557 11.388 17.195
O: -23.742 11.658 15.964
C: -23.039 10.152 17.448
C: -22.516 9.866 18.728
C: -22.479 11.065 19.802
O: -21.847 10.804 20.848
O: -22.039 8.801 19.124
O: -24.451 13.536 18.086
H: -23.469 13.044 20.240
H: -22.828 9.529 16.591
N: -20.735 6.954 20.957
S: -19.494 6.118 21.438
O: -18.832 5.222 20.520
O: -19.543 5.896 22.851
F: -18.490 7.368 21.350
S: -21.634 5.487 20.803
O: -21.817 4.692 21.992
O: -21.412 4.839 19.532
F: -23.088 6.239 20.752
C: -20.729 10.185 14.244
N: -19.733 11.093 14.856
O: -19.303 12.012 14.198
O: -19.459 10.840 16.021
H: -20.821 9.331 14.911
H: -20.245 9.855 13.324
H: -21.706 10.617 14.036
C: -18.991 11.677 18.878
N: -18.556 10.267 19.191
O: -17.444 9.981 18.840
O: -19.376 9.637 19.817
H: -18.279 12.279 18.319
H: -19.281 12.223 19.776
H: -19.904 11.596 18.289
C: -24.600 16.209 18.983
N: -24.578 16.039 20.451
O: -25.533 16.398 21.137
O: -23.566 15.541 20.885
H: -24.988 15.358 18.428
H: -23.592 16.532 18.729
H: -25.278 17.025 18.730
C: -24.880 8.047 23.293
N: -23.408 7.934 23.219
O: -22.886 7.238 24.068
O: -22.805 8.574 22.368
H: -25.298 7.706 24.237
H: -25.248 7.410 22.488
H: -25.256 9.061 23.168
C: -21.258 14.739 18.873
N: -20.788 16.145 18.845
O: -21.258 16.915 18.003
O: -19.903 16.508 19.606
H: -22.166 14.673 18.279
H: -21.472 14.505 19.914
H: -20.403 14.145 18.554
C: -27.034 10.613 15.274
N: -27.617 9.246 15.497
O: -28.756 9.136 15.899
O: -26.857 8.282 15.371
H: -27.548 11.337 15.903
H: -27.088 10.824 14.207
H: -25.988 10.586 15.578
C: -20.064 10.074 24.823
N: -19.419 10.033 23.497
O: -18.265 10.352 23.419
O: -20.114 9.595 22.589
H: -20.422 11.098 24.941
H: -19.469 9.809 25.693
H: -20.997 9.513 24.798
C: -24.770 6.899 18.029
N: -24.737 5.442 17.792
O: -25.013 4.708 18.710
O: -24.416 5.057 16.676
H: -25.645 7.186 17.445
H: -23.839 7.312 17.648
H: -24.991 7.053 19.082
Br: -28.784 13.077 19.440
C: -27.326 14.078 20.221
C: -26.595 13.255 21.292
Br: -27.555 13.503 22.985
H: -27.675 15.045 20.580
H: -26.644 14.400 19.433
H: -25.535 13.479 21.418
H: -26.449 12.229 20.951
C: -26.011 9.980 19.079
C: -27.232 9.278 19.721
O: -26.895 7.972 20.108
C: -27.871 7.185 20.734
C: -27.408 5.779 20.656
H: -25.141 9.852 19.722
H: -25.823 9.508 18.114
H: -26.215 11.018 18.818
H: -27.614 9.764 20.624
H: -28.031 9.310 18.976
H: -27.991 7.537 21.762
H: -28.765 7.262 20.109
H: -27.430 5.428 19.626
H: -28.150 5.160 21.165
H: -26.421 5.727 21.115
C: -17.202 6.743 17.556
C: -18.597 7.263 17.233
O: -19.355 6.379 16.422
C: -20.749 6.675 16.347
C: -21.278 6.059 15.018
H: -16.634 6.591 16.636
H: -16.646 7.431 18.193
H: -17.182 5.786 18.078
H: -19.090 7.351 18.205
H: -18.491 8.288 16.868
H: -21.284 6.281 17.214
H: -20.954 7.748 16.397
H: -20.764 6.453 14.143
H: -22.357 6.222 15.009
H: -21.176 4.977 15.093

---

2S+1 of number 3 (C33H68Br2F2N10NiO27S2)? 3

---

Among the records above, which one has the highest total charge? C12H50AgF6N21O19S2